{
  "formula": "C3H8N2O",
  "method": "the ωB97M-V functional and the def2-TZVPD basis",
  "elements": ["N", "C", "C", "O", "H", "H", "H", "H", "H", "C", "N", "H", "H", "H"],
  "coordinates": [[-1.2896, 0.8240, 0.7126], [-0.3514, 0.8592, -0.4127], [-0.9861, 1.6591, -1.5189], [-0.4524, 2.5718, -2.0960], [-0.9446, 0.1535, 1.3922], [-1.2828, 1.7313, 1.1691], [-0.2353, -0.1671, -0.7629], [0.6337, 1.2870, -0.2017], [-2.0316, 1.3789, -1.7537], [1.7125, -1.8396, 0.6354], [0.4719, -2.0082, 0.7986], [2.0666, -0.8208, 0.4813], [2.4536, -2.6399, 0.6084], [0.2354, -2.9894, 0.9483]],
  "forces_ev_per_a": [[0.43, 0.15, 0.10], [-0.34, 0.09, 0.00], [-0.03, 0.21, -0.10], [0.03, -0.12, 0.01], [-0.15, -0.09, -0.09], [-0.10, -0.09, 0.02], [0.08, -0.01, -0.06], [0.02, -0.03, 0.02], [0.02, -0.07, 0.03], [-0.14, 0.09, -0.13], [-0.01, -0.07, 0.22], [0.12, -0.05, -0.02], [0.01, -0.01, 0.09], [0.06, 0.01, -0.08]],
  "smiles": "NCC=O.C=N",
  "homo_lumo_gap_ha": 0.383,
  "largest_force_ev_per_a": 0.5,
  "lumo_ev": 0.9,
  "relative_energy_kj_mol": 223.5,
  "spin_multiplicity": 1
}